ORCA calculation (the ωB97M-V functional and the def2-TZVPD basis) on C7H10BrCoN as an isolated structure.

Values from the calculation:
**Energy above the lowest of the compared OMol25 structures with the same formula, charge and spin**: 73.12 kJ/mol
**Energy**: -116575.2531 eV
**Kohn-Sham gap (alpha / beta)**: 6.235 / 7.517 eV
**HOMO energy (alpha / beta)**: -2.5 / -4.0 eV
**2S+1**: 5
**Charge**: -1
**E_LUMO (alpha / beta)**: 0.1386 / 0.1291 Eh

Structure (XYZ):
```
20
Properties=species:S:1:pos:R:3:forces:R:3:lowdin_spin:R:1
C -0.752 0.610 -1.476 1.3 1.0 0.9 0.006
C 0.667 0.600 -1.179 -0.2 1.9 -0.3 0.024
C 0.854 1.225 0.114 0.1 2.2 -0.8 0.018
C -0.464 1.659 0.545 1.2 1.4 -0.3 0.070
C -1.474 1.275 -0.371 1.5 0.5 -3.0 0.072
Co -0.261 -0.299 0.211 -1.7 -2.6 3.2 1.504
N -2.863 1.046 1.565 -0.9 -0.8 0.6 1.781
C 0.708 -1.915 -0.307 0.5 -1.4 0.0 -0.013
C 2.061 -1.684 0.074 -0.6 -0.7 -1.4 0.340
H 1.784 1.317 0.696 -0.7 0.0 -0.5 0.005
H 1.460 0.158 -1.760 -0.1 -0.1 -0.1 0.003
H -0.634 2.237 1.430 -0.1 -0.2 0.4 0.006
H -2.393 1.765 -0.687 -0.1 -0.4 1.0 0.019
H -1.137 0.260 -2.388 -0.7 -0.4 -0.9 0.004
H 2.840 -1.360 -0.713 -1.4 -0.4 1.5 0.020
H 0.014 -2.412 0.436 1.1 0.1 -0.8 0.008
H -2.975 0.016 1.387 0.2 0.6 0.2 0.052
H 2.399 -1.884 1.117 -0.4 0.3 -1.1 0.020
H 0.221 -1.831 -1.331 1.5 -0.7 1.0 0.005
Br -0.055 -0.785 2.637 -0.4 -0.3 0.5 0.055
```
Positions in Å, forces in eV/Å.

---

ORCA calculation (the ωB97M-V functional and the def2-TZVPD basis) on C5H10O as an isolated structure.

Values from the calculation:
**Energy above the lowest of the compared OMol25 structures with the same formula, charge and spin**: 95.07 kJ/mol
**Energy**: -7393.7800 eV
**Kohn-Sham gap**: 10.779 eV
**HOMO energy**: -9.6 eV
**E_LUMO**: 0.0445 Eh

Structure (XYZ):
```
16
Properties=species:S:1:pos:R:3:forces:R:3:mulliken_charge:R:1
C -0.505 -1.638 -1.503 0.1 0.0 0.0 -1.371
C -0.021 -0.260 -1.116 -0.3 -0.1 -0.3 0.366
C -0.815 0.529 -0.074 -0.1 0.0 0.1 -0.728
C 0.569 0.874 0.476 0.0 0.3 0.2 0.397
C 0.788 0.831 1.976 0.0 0.0 0.0 -1.347
O 1.148 -0.225 -0.266 0.1 -0.1 0.0 -0.461
H 0.141 -2.104 -2.254 -0.1 0.1 0.1 0.344
H -0.554 -2.289 -0.624 0.0 0.1 -0.1 0.312
H -1.513 -1.545 -1.929 0.2 -0.1 0.1 0.331
H 0.164 0.346 -2.017 0.0 -0.1 0.1 0.293
H -1.468 1.341 -0.402 0.1 -0.1 0.0 0.303
H -1.352 -0.142 0.608 0.0 0.1 -0.1 0.278
H 0.936 1.824 0.056 -0.1 -0.1 0.1 0.308
H -0.076 1.291 2.471 0.2 0.0 0.0 0.316
H 0.870 -0.208 2.312 -0.1 0.1 -0.1 0.318
H 1.686 1.374 2.287 -0.1 -0.1 -0.1 0.340
```
Positions in Å, forces in eV/Å.

---

ORCA calculation (the ωB97M-V functional and the def2-TZVPD basis) on a 2-piece molecular cluster, C7H12N3 overall.

Values from the calculation:
**Energy above the lowest of the compared OMol25 structures with the same formula, charge and spin**: 581.62 kJ/mol
**Energy**: -11912.5131 eV
**Kohn-Sham gap (alpha / beta)**: 7.631 / 7.632 eV
**HOMO energy (alpha / beta)**: -13.4 / -13.4 eV
**Charge**: +1
**E_LUMO (alpha / beta)**: -0.2108 / -0.2108 Eh

Structure (XYZ):
```
22
Properties=species:S:1:pos:R:3:forces:R:3:mulliken_charge:R:1
C 0.941 1.122 -2.943 -1.0 -0.1 -0.1 0.446
C -0.136 0.053 -0.504 0.9 -0.2 -2.6 0.169
C 1.010 -0.358 1.415 -3.0 -4.2 2.4 -0.718
C -0.413 0.111 1.771 -1.5 2.1 1.4 -0.561
C 2.107 -1.240 -0.508 -0.7 1.8 -1.4 -1.043
C -2.100 1.316 0.308 -2.1 1.7 -1.9 -0.958
C -0.233 0.360 -2.866 -2.5 -3.1 3.0 -0.444
N 1.891 1.751 -2.921 1.2 0.6 -0.1 -0.254
N 0.944 -0.534 -0.014 0.5 0.9 0.9 0.093
N -0.916 0.514 0.450 -0.6 -0.4 -1.1 0.097
H 1.684 0.324 1.751 2.4 1.9 0.5 0.400
H 1.216 -1.417 1.955 -0.3 2.5 -1.3 0.355
H -1.103 -0.612 2.276 0.7 0.2 -0.7 0.308
H -0.590 1.105 2.363 1.2 -1.9 -0.5 0.333
H 2.177 -1.044 -1.545 0.7 0.4 -1.1 0.344
H 3.030 -1.127 0.028 0.1 0.9 0.3 0.324
H 1.864 -2.213 -0.452 -0.6 -3.7 0.3 0.494
H -2.135 1.990 -0.659 0.3 -1.9 1.5 0.313
H -2.156 2.093 1.043 0.6 0.4 0.9 0.353
H -3.124 0.842 0.456 1.5 -0.3 -0.5 0.320
H -0.242 -0.754 -3.232 0.4 2.3 0.7 0.297
H -1.302 0.744 -2.764 1.9 0.1 -0.5 0.330
```
Positions in Å, forces in eV/Å.

---

ORCA calculation (the ωB97M-V functional and the def2-TZVPD basis) on C4H7O4Rb as an isolated structure.

Values from the calculation:
**Energy above the lowest of the compared OMol25 structures with the same formula, charge and spin**: 79.59 kJ/mol
**Energy**: -13106.5886 eV
**Kohn-Sham gap**: 6.579 eV
**HOMO energy**: -7.3 eV
**E_LUMO**: -0.0265 Eh

Structure (XYZ):
```
16
Properties=species:S:1:pos:R:3:forces:R:3:mulliken_charge:R:1
Rb -1.862 2.179 -1.254 -0.1 -0.7 -0.3 0.930
O -0.579 0.040 -2.717 2.8 3.9 0.8 -0.463
C -1.416 -0.920 -2.859 -6.8 -3.4 -0.9 0.727
O -2.640 -0.740 -2.859 -1.3 2.4 0.7 -0.759
O -0.942 -2.027 -3.033 2.8 -2.6 -0.2 -0.727
H 0.085 -0.644 -2.829 2.7 0.3 0.0 0.292
C 0.354 -0.932 1.005 0.1 1.2 0.6 -0.681
C 0.217 0.498 1.526 -0.6 -1.2 -2.4 0.736
O -0.726 1.155 1.137 -0.7 0.7 0.4 -0.596
C 1.356 1.118 2.174 1.6 1.0 1.2 -1.149
H 0.074 -0.924 -0.048 0.1 0.0 0.0 0.125
H -0.386 -1.553 1.511 0.5 -0.4 0.1 0.288
H 1.416 -1.141 1.137 -0.4 -1.1 0.0 0.295
H 1.380 2.183 1.943 -0.1 0.0 0.1 0.333
H 2.316 0.676 1.906 -0.1 -0.1 -0.3 0.366
H 1.353 1.033 3.261 -0.4 -0.1 0.2 0.283
```
Positions in Å, forces in eV/Å.

---

ORCA calculation (the ωB97M-V functional and the def2-TZVPD basis) on C3H12BrFeN6O3 as an isolated structure.

Values from the calculation:
**Energy above the lowest of the compared OMol25 structures with the same formula, charge and spin**: 9.73 kJ/mol
**Energy**: -122800.1809 eV
**Kohn-Sham gap (alpha / beta)**: 4.695 / 3.028 eV
**HOMO energy (alpha / beta)**: -14.8 / -14.8 eV
**2S+1**: 6
**Charge**: +2
**E_LUMO (alpha / beta)**: -0.3697 / -0.4309 Eh

Structure (XYZ):
```
26
Properties=species:S:1:pos:R:3:forces:R:3:lowdin_spin:R:1
Fe -2.476 1.269 3.369 0.8 -0.9 -1.3 3.840
Br -0.672 0.097 2.353 -0.9 0.8 0.9 0.131
C 2.343 -2.697 0.291 -0.7 0.1 -0.4 0.000
O 3.193 -3.525 0.105 0.3 0.1 0.2 0.000
N 1.658 -2.543 1.469 0.3 -0.2 0.0 0.001
N 1.908 -1.859 -0.733 0.5 0.1 0.2 0.000
H 0.967 -1.833 1.595 0.0 0.0 0.2 0.001
H 2.034 -3.041 2.257 -0.2 0.0 0.1 0.000
H 2.460 -1.909 -1.571 -0.2 0.0 -0.2 0.000
H 1.180 -1.177 -0.644 -0.1 -0.1 -0.1 0.000
C 1.464 3.092 -0.050 2.0 -0.4 -0.3 0.041
O 0.729 3.775 0.755 -0.7 0.1 0.1 0.699
N 2.302 3.789 -0.838 -0.8 -0.4 0.5 0.227
N 1.572 1.768 0.019 -0.4 0.2 0.0 0.027
H 2.241 4.803 -0.838 0.1 -0.1 -0.1 0.002
H 3.020 3.297 -1.358 0.1 0.4 -0.2 0.005
H 2.268 1.267 -0.517 -0.1 -0.1 -0.1 0.001
H 0.994 1.218 0.647 0.0 0.4 0.0 0.002
C -3.340 -0.280 -0.532 -0.5 -0.5 0.2 0.001
O -3.200 0.748 0.145 0.1 0.3 0.3 0.017
N -4.379 -0.481 -1.384 0.8 -0.1 0.4 0.001
N -2.469 -1.331 -0.402 -1.0 0.8 -0.5 0.001
H -4.482 -1.388 -1.802 -0.3 0.2 -0.3 0.000
H -5.001 0.270 -1.618 -0.1 0.0 0.1 0.000
H -2.603 -2.172 -0.932 0.4 -0.2 0.1 0.000
H -1.711 -1.155 0.213 0.4 -0.5 0.2 0.001
```
Positions in Å, forces in eV/Å.